Below is the ion C6H11N2O with charge +1, with properties calculated with the ωB97M-V functional and the def2-TZVPD basis.

The calculation puts the HOMO energy (alpha / beta) at -14.044 / -14.043 eV. The energy above the lowest of the compared OMol25 structures with the same formula, charge and spin comes out at 79.1 kcal/mol. The charge is +1. For the HOMO-LUMO gap (alpha / beta), the calculation gives 8.56 / 8.56 eV. Its spin multiplicity is 1. The largest force on an atom is 8.1 eV Å⁻¹. The structure (SMILES) is C[C@@H]1CN(C)C(C=O)=[NH+]1. The calculation puts the calculated total energy at -419.63081 a.u.

XYZ file:
```
20
Properties=species:S:1:pos:R:3:forces:R:3:mulliken_charge:R:1
C 1.724848 1.561642 -0.659690 0.309 0.062 -0.042 -1.3001
C 1.115144 0.989416 0.617661 1.085 -0.637 -0.171 0.2686
C 1.032950 -0.530502 0.378211 2.879 -0.960 -0.825 -0.9513
N -0.310920 -0.873558 0.033585 -0.757 1.021 0.813 0.1510
C -0.716962 -2.224390 -0.109784 -1.281 -1.035 -0.695 -0.9238
C -1.139602 0.085070 0.115579 4.209 6.713 1.441 0.4294
C -2.630712 0.228050 -0.202528 1.919 -3.092 2.626 0.0492
O -3.096812 1.235840 -0.561804 -0.950 0.726 -0.665 -0.3090
N -0.268079 1.324878 0.765281 -3.773 -3.400 -1.302 -0.3380
H 1.769992 2.648539 -0.758879 -0.050 -0.020 0.480 0.3787
H 1.054548 1.226410 -1.480231 0.862 -0.059 0.117 0.3480
H 2.769892 1.177941 -0.688000 -0.747 0.194 -0.595 0.3462
H 1.737086 1.193486 1.556606 -1.038 -0.086 -1.246 0.3116
H 1.685682 -0.917766 -0.489697 -0.792 0.888 1.078 0.4253
H 1.401524 -1.118908 1.210467 -0.431 -0.209 0.455 0.4546
H 0.135197 -2.884122 0.154676 -1.004 0.174 -0.326 0.3969
H -1.627076 -2.302558 0.512711 0.778 -0.868 0.137 0.3388
H -1.120894 -2.303271 -1.130823 0.692 -0.777 0.126 0.3931
H -2.987852 -0.779065 0.233537 -1.453 1.331 -1.177 0.2175
H -0.527952 2.262873 0.503127 -0.457 0.032 -0.228 0.3134
```
Forces are in eV/Å.

=====

Below is an isolated molecule of C5H7NO, with properties calculated with the ωB97M-V functional and the def2-TZVPD basis.

The calculation puts the HOMO energy at -9.670 eV. The energy above the lowest of the compared OMol25 structures with the same formula, charge and spin comes out at 20.8 kcal/mol. For the HOMO-LUMO gap, the calculation gives 10.55 eV. Its spin multiplicity is 1. The largest force on an atom is 0.8 eV Å⁻¹. The structure (SMILES) is C/C=C\CN=C=O. The calculation puts the calculated total energy at -324.69131 a.u.

XYZ file:
```
14
Properties=species:S:1:pos:R:3:forces:R:3:mulliken_charge:R:1
C 0.530380 -0.417789 1.438979 0.084 -0.022 0.016 -1.2019
C -0.124655 0.865801 1.017215 -0.016 0.055 -0.164 0.0119
C -0.289555 1.277365 -0.238989 -0.002 -0.068 0.189 -0.3269
C 0.139518 0.524539 -1.483309 0.044 0.147 -0.033 -0.4998
N -0.193728 -0.881319 -1.530788 -0.317 -0.517 0.261 -0.3973
C -0.641068 -1.754698 -0.839015 -0.053 -0.098 -0.060 0.6800
O -1.042781 -2.689200 -0.244929 0.175 0.581 -0.441 -0.4919
H 1.317590 -0.233900 2.174171 -0.120 0.077 0.046 0.3404
H -0.196045 -1.101961 1.893814 0.157 0.104 -0.050 0.2663
H 0.999451 -0.923090 0.593835 0.033 0.035 0.224 0.3259
H -0.490160 1.506728 1.819688 0.062 -0.076 -0.151 0.3548
H -0.742032 2.250985 -0.420703 0.019 -0.178 0.033 0.3510
H 1.224825 0.614052 -1.621768 -0.136 -0.039 0.014 0.2499
H -0.318654 0.984219 -2.362334 0.070 -0.002 0.113 0.3376
```
Forces are in eV/Å.

=====

Below is an isolated molecule of CHCl3, with properties calculated with the ωB97M-V functional and the def2-TZVPD basis.

The calculation puts the HOMO energy at -11.207 eV. The energy above the lowest of the compared OMol25 structures with the same formula, charge and spin comes out at 0.7 kcal/mol. For the HOMO-LUMO gap, the calculation gives 11.93 eV. Its spin multiplicity is 1. The largest force on an atom is 0.8 eV Å⁻¹. The structure (SMILES) is ClC(Cl)Cl. The calculation puts the calculated total energy at -1419.27080 a.u.

XYZ file:
```
5
Properties=species:S:1:pos:R:3:forces:R:3:mulliken_charge:R:1
Cl -0.437977 1.354673 0.988090 -0.080 0.179 0.127 -0.1068
C -0.054224 -0.062077 0.047024 -0.301 -0.453 -0.532 0.0750
Cl 1.566416 -0.646168 0.396096 0.066 0.041 -0.106 -0.1135
Cl -0.323761 0.215502 -1.690699 0.288 0.165 0.071 -0.1282
H -0.750454 -0.861930 0.259489 0.028 0.068 0.440 0.2735
```
Forces are in eV/Å.

=====

Below is a cluster of 5 separate species, C12H36ClO20P4 in total, with properties calculated with the ωB97M-V functional and the def2-TZVPD basis.

The calculation puts the HOMO energy at -6.700 eV. The energy above the lowest of the compared OMol25 structures with the same formula, charge and spin comes out at 54.1 kcal/mol. The charge is -1. For the HOMO-LUMO gap, the calculation gives 9.07 eV. Its spin multiplicity is 1. The largest force on an atom is 4.3 eV Å⁻¹. The calculation puts the calculated total energy at -3809.32591 a.u.

XYZ file:
```
73
Properties=species:S:1:pos:R:3:forces:R:3:mulliken_charge:R:1
Cl 0.862241 1.776267 1.039458 0.876 -0.844 -0.191 1.6759
O 1.952517 2.185433 1.913015 -0.367 -1.102 -0.134 -0.6907
O 1.221287 0.644294 0.165815 0.190 0.300 1.314 -0.5400
O -0.334342 1.492859 1.769625 -0.309 -1.092 1.127 -0.6884
O 0.555420 2.853377 0.206179 -0.375 2.679 -2.250 -0.6707
C -3.065810 -3.839444 -2.267470 1.607 -2.093 0.828 -0.8193
O -3.223889 -2.862958 -1.225311 -1.398 0.978 -1.833 -0.2960
P -3.958167 -1.523255 -1.810527 0.023 0.367 0.683 0.7121
O -4.690707 -1.657898 -3.095123 0.535 0.028 1.581 -0.7342
O -4.801235 -1.022848 -0.501624 0.448 -0.143 -1.163 -0.0837
C -5.982271 -1.705359 -0.112803 -0.805 -0.687 -0.744 -0.8538
O -2.784180 -0.468747 -1.844837 -1.941 -0.640 -1.109 -0.0906
C -1.710070 -0.516474 -0.944685 1.273 1.517 0.589 -0.6492
H -2.232104 -4.437430 -1.899421 0.018 -0.272 0.223 0.2900
H -2.674989 -3.585891 -3.252898 -0.688 1.075 0.049 0.3387
H -3.895499 -4.543737 -2.328209 -0.327 0.502 -0.141 0.3185
H -6.778438 -1.729938 -0.856855 0.135 0.760 -0.630 0.3647
H -6.442471 -1.215268 0.745180 0.606 -0.308 0.264 0.2833
H -5.808621 -2.779482 -0.047934 0.358 -0.015 0.994 0.2857
H -2.045764 -0.317726 0.073111 0.038 -0.667 0.158 0.3208
H -1.150945 0.386926 -1.188343 0.409 -0.263 0.008 0.2231
H -1.076740 -1.389622 -1.101496 -0.217 0.040 0.309 0.3494
C 2.350000 -0.808537 3.567306 0.251 -0.703 -1.697 -0.5752
O 2.399596 -1.114487 4.964388 0.581 -2.434 0.900 -0.2803
P 3.114301 -2.457497 5.618982 0.498 0.707 -0.837 0.8868
O 2.444610 -3.174822 6.727401 -0.117 0.563 -1.381 -0.6822
O 3.576813 -3.357992 4.296926 -0.679 1.462 1.348 -0.2336
C 4.233784 -4.615880 4.436233 0.068 -0.303 1.075 -0.7001
O 4.505343 -1.861279 6.158240 0.083 -0.682 -1.027 -0.2890
C 4.621384 -0.847701 7.137863 -0.483 0.805 -0.289 -0.6770
H 3.229738 -0.282569 3.196471 -0.167 0.762 0.672 0.3509
H 1.408674 -0.345559 3.271213 0.229 0.493 0.652 0.1957
H 2.400848 -1.672911 2.905201 -0.216 -0.673 0.538 0.3120
H 5.304494 -4.492843 4.599133 0.061 0.252 -0.238 0.2730
H 4.066003 -5.268447 3.579425 -0.188 0.480 -0.169 0.2451
H 3.862644 -5.131094 5.322186 -0.176 -0.082 0.017 0.3209
H 3.675327 -0.334275 7.309518 -0.291 -0.448 0.377 0.3046
H 5.209767 -0.033724 6.714354 0.572 -0.280 0.102 0.2728
H 5.050588 -1.259136 8.051421 -0.083 0.131 -0.083 0.2506
C 2.247124 2.466289 -3.253038 0.527 0.977 0.397 -0.4343
O 2.921377 1.570157 -4.104956 0.452 -1.420 -1.006 -0.3880
P 3.483067 0.130429 -3.719122 -1.042 1.110 0.787 1.0801
O 2.412549 -0.790373 -3.273747 1.480 0.185 -0.400 -0.6783
O 4.299244 -0.116421 -5.074698 -0.209 -0.883 1.152 -0.3596
C 5.559867 -0.770129 -5.003729 1.593 0.243 -1.752 -0.7070
O 4.666333 0.432283 -2.655661 -1.773 -0.082 -3.769 -0.2696
C 4.845245 -0.202813 -1.439416 1.007 1.876 1.217 -0.7003
H 1.286307 2.819188 -3.627742 -0.157 -0.731 -0.230 0.2200
H 2.894183 3.339092 -3.340362 -0.127 0.297 0.840 0.2782
H 2.151847 2.085025 -2.236349 -0.058 0.170 0.021 0.1580
H 6.336917 -0.018576 -5.143252 -0.016 0.316 0.290 0.2956
H 5.681773 -1.372416 -5.903993 -0.462 -0.210 -0.035 0.3087
H 5.928747 -1.398654 -4.193188 -1.169 0.149 0.634 0.2934
H 5.778325 -0.761484 -1.512554 -0.533 -0.965 0.300 0.2966
H 3.921514 -0.582952 -1.003147 0.365 -0.499 -0.078 0.3315
H 5.150253 0.728250 -0.961731 -0.029 -0.576 1.740 0.2531
C -2.310476 4.190383 -0.969095 1.284 1.698 0.778 -0.6343
O -3.429379 3.729309 -1.606218 -3.938 -1.364 -1.084 -0.2087
P -4.882411 4.260158 -1.058915 0.808 1.005 0.556 0.8078
O -5.084230 5.758280 -1.158401 -0.045 -3.458 -0.167 -0.6974
O -5.915014 3.232564 -1.803082 1.583 0.793 0.943 -0.3504
C -5.482447 2.028479 -2.439998 -0.285 -1.735 -1.225 -0.4720
O -4.923694 3.847615 0.522762 0.306 0.505 -1.184 -0.3534
C -4.688680 2.512895 0.965667 -0.349 -0.780 -0.706 -0.2774
H -1.406163 4.032372 -1.556753 -0.200 -0.457 0.006 0.1204
H -2.228222 3.727271 0.014191 0.386 0.293 0.065 0.3060
H -2.487987 5.265818 -0.962985 0.798 0.351 0.880 0.3796
H -5.929143 1.091048 -2.108665 -1.284 0.513 0.825 0.2114
H -4.477332 1.612381 -2.371355 0.721 1.579 0.104 0.2194
H -5.782987 2.079633 -3.486503 0.306 0.260 -0.034 0.3662
H -5.631549 1.968779 0.910574 -0.181 0.020 0.480 0.2453
H -4.247193 2.488784 1.961969 -0.217 0.341 -0.091 0.3504
H -4.046901 1.933003 0.302386 0.427 0.310 -0.149 -0.0116
```
Forces are in eV/Å.